Record 1
ORCA calculation (the ωB97M-V functional and the def2-TZVPD basis) on a structure of composition C40H47BCl2N13O2RbS in a non-equilibrium geometry.

Energy relative to the best compared isomer or geometry (same formula, charge and spin) = 0.000 eV
Max |F| = 3.54 eV Å⁻¹

Structure (ORCA input):
```
! RIJCOSX wB97M-V def2-TZVPD def2/J DEFGRID3
* xyz -2 1
Rb 1.1743 0.4621 -0.2773
C -4.8395 -2.7628 -4.9001
C -3.4787 -3.4529 -4.5305
C -3.5540 -4.9506 -4.8779
C -2.3786 -2.6416 -5.1515
C -2.1391 -2.2012 -6.5030
C -0.9628 -1.4807 -6.3969
N -0.5707 -1.4964 -5.0639
N -1.4650 -2.1806 -4.3470
B 0.7460 -1.0117 -4.4619
N 1.2786 -2.1000 -3.4347
C 1.9269 -3.2013 -3.8196
C 2.0075 -4.0628 -2.7912
C 1.3777 -3.3390 -1.7300
N 0.9097 -2.1849 -2.1466
C 1.1315 -3.7773 -0.3329
C 2.4885 -3.8572 0.4530
C 0.3621 -5.1445 -0.2651
N 0.5555 0.3577 -3.7872
C -0.5378 0.9678 -3.3952
C -0.2849 2.3030 -3.1100
C 1.0471 2.4634 -3.4581
N 1.5637 1.2639 -3.7963
C 1.6852 3.7994 -3.5740
C 1.0635 4.7686 -2.6133
C 3.2107 3.7921 -3.3471
H -5.7140 -3.2467 -4.4392
H -4.9515 -2.8696 -5.9685
H -4.8146 -1.7135 -4.7484
H -3.3358 -3.3409 -3.4411
H -3.7861 -5.1042 -5.9733
H -4.3191 -5.4817 -4.2869
H -2.5761 -5.4416 -4.6648
H -2.6724 -2.2713 -7.4131
H -0.3367 -0.9926 -7.1403
H 1.6652 -0.9790 -5.3036
H 2.4329 -3.3003 -4.8223
H 2.5068 -5.0506 -2.7193
H 0.5904 -3.0231 0.2591
H 3.3091 -4.1487 -0.1995
H 2.4368 -4.6130 1.3210
H 2.8480 -2.8843 0.9121
H 0.8502 -6.0127 -0.6851
H -0.6197 -5.0832 -0.7138
H 0.1205 -5.4047 0.7824
H -1.3779 0.3297 -3.2772
H -1.0688 3.0529 -2.8767
H 1.4607 4.1092 -4.6015
H 1.3140 4.6176 -1.5732
H -0.0416 4.7918 -2.7605
H 1.4688 5.7905 -2.8737
H 3.4741 3.7359 -2.2565
H 3.6958 4.7934 -3.6022
H 3.7406 3.0089 -3.8918
O 1.9512 5.5218 5.8297
C 0.7125 5.1350 6.1248
O 0.1536 5.6300 7.0628
C 0.0203 4.0515 5.4026
C 0.6292 2.9021 4.8679
C -0.1226 1.8835 4.3980
C -1.4927 1.9380 4.4370
C -2.1482 3.0116 5.0282
C -1.3907 4.0690 5.4339
N -2.2825 0.9408 3.7787
C -1.7213 0.4336 2.7195
C -2.3306 -0.6042 1.8674
C -3.5755 -1.1695 2.2346
C -4.0004 -2.2701 1.4928
C -3.2236 -2.6914 0.4222
C -2.0547 -2.0101 0.1314
N -1.6016 -0.9671 0.7976
H 2.1248 5.3025 4.8828
H 1.7054 2.7951 4.8738
H 0.4041 1.0015 4.1687
H -3.2144 2.9599 5.0566
H -1.8899 4.8850 5.9637
H -0.6903 0.8001 2.4194
H -4.0791 -0.8134 3.1519
H -4.8113 -2.8395 1.7955
H -3.4732 -3.6137 -0.1163
H -1.4281 -2.3343 -0.7447
C 4.2342 -4.0111 5.8712
C 3.3919 -3.1874 5.0501
N 2.1206 -3.2064 5.0908
N 1.7538 -2.1174 4.3460
C 2.7721 -1.5301 3.7418
S 2.6435 -0.2196 2.7048
N 3.8455 -2.2517 4.1125
N 5.1636 -2.2028 3.7911
H 4.9897 -3.3932 6.3648
H 4.8568 -4.7482 5.3062
H 3.5665 -4.4549 6.5606
H 0.8564 -1.8215 4.2022
H 1.8511 3.0728 1.7846
H 5.2484 -1.3012 3.2169
Cl 2.2855 5.6626 2.3620
C 0.6205 5.4508 1.9016
C -0.2441 6.4943 2.1916
C -1.5380 6.5450 1.7446
C -2.0189 5.3790 1.1429
C -1.1994 4.2470 1.1217
Cl -2.0054 2.7482 0.4765
C 0.1776 4.1195 1.4279
N 0.8508 3.0312 1.3339
H 0.2150 7.3241 2.6757
H -2.1822 7.3386 1.8642
H -3.0431 5.4841 0.7500
*
```



Record 2
ORCA calculation (the ωB97M-V functional and the def2-TZVPD basis) on the molecule C18H15BF3NO4 in a non-equilibrium geometry.

Energy relative to the best compared isomer or geometry (same formula, charge and spin) = 0.000 eV
Max |F| = 1.94 eV Å⁻¹

Structure (ORCA input):
```
! RIJCOSX wB97M-V def2-TZVPD def2/J DEFGRID3
* xyz 0 1
O -2.0654 -0.0225 -2.9935
C -1.8196 -0.5368 -1.9183
C -1.3408 -1.9754 -1.8298
C 0.0797 -2.1197 -1.4149
C 0.4696 -2.9575 -0.3611
C 1.8047 -3.1240 -0.0340
F 2.1612 -3.8374 1.0361
C 2.8135 -2.4292 -0.7112
F 4.0890 -2.4524 -0.2496
C 2.4430 -1.6142 -1.7811
F 3.3685 -0.8582 -2.4063
C 1.0865 -1.4797 -2.1492
N -1.8917 0.1146 -0.7090
C -2.2533 1.4951 -0.4911
C -2.3237 1.9407 0.9754
C -1.2965 1.3693 1.9012
C -1.5673 1.1080 3.2004
O -0.4801 0.5290 3.8300
C 0.5093 0.4220 2.8692
C 1.8214 -0.0534 2.9729
C 2.6326 0.0101 1.8877
C 2.1973 0.6186 0.6847
C 0.9263 1.0680 0.5879
C 0.0472 1.0004 1.6823
B -1.2710 2.5240 -1.2040
O -0.9756 3.7114 -0.5692
O -0.8779 2.3214 -2.5070
H -1.4959 -2.4268 -2.8099
H -1.9597 -2.5018 -1.0951
H -0.2810 -3.5455 0.1131
H 0.7739 -0.8212 -2.9744
H -1.5946 -0.3660 0.1305
H -3.1463 1.6597 -1.1054
H -3.2990 1.6964 1.4055
H -2.2564 3.0130 0.9965
H -2.5044 1.3681 3.6741
H 2.1439 -0.5702 3.8598
H 3.6526 -0.3258 1.8916
H 2.8365 0.6685 -0.1746
H 0.5839 1.4867 -0.3175
H -0.4135 4.3537 -1.0454
H -1.3269 1.5391 -2.8472
*
```



Record 3
ORCA calculation (the ωB97M-V functional and the def2-TZVPD basis) on a structure of composition C23H64AsF6N4O9 in a non-equilibrium geometry.

Max |F| = 3.39 eV Å⁻¹

Structure (ORCA input):
```
! RIJCOSX wB97M-V def2-TZVPD def2/J DEFGRID3
* xyz -1 1
As -0.3242 -0.2055 -0.3501
F -1.0556 1.1236 -1.3383
F 1.0444 -0.4019 -1.4507
F 0.3398 -1.5133 0.6709
F -1.6309 0.0412 0.8753
F -1.4367 -1.4015 -1.2344
F 0.6458 1.0230 0.5647
C -2.5568 -1.6569 3.6455
C -3.8353 -1.8839 2.7722
C -4.6171 -0.5396 2.7354
O -4.9752 -0.2595 4.0775
C -5.6900 1.0266 4.1740
N -3.3989 -2.2681 1.4360
H -2.6826 -1.7469 4.7244
H -2.2527 -0.6104 3.6191
H -1.7028 -2.2708 3.3593
H -4.4312 -2.6403 3.2829
H -5.5244 -0.6871 2.1497
H -4.0863 0.2460 2.1975
H -5.8656 1.2918 5.2166
H -6.6262 1.0111 3.6160
H -5.0385 1.8298 3.8298
H -2.7550 -1.5008 1.3065
H -2.6638 -2.9516 1.5479
C 1.4200 -0.5599 4.7667
C 2.3807 -1.4699 4.0033
C 3.2615 -2.4038 5.0117
O 3.9941 -1.6554 5.9554
C 5.0282 -0.7697 5.5007
N 1.5871 -2.2982 3.1198
H 0.9438 0.1919 4.1374
H 1.9151 0.0364 5.5332
H 0.7076 -1.0662 5.4181
H 3.0269 -0.8002 3.4359
H 4.0560 -2.9816 4.5393
H 2.6298 -3.0785 5.5895
H 5.8012 -1.2766 4.9230
H 5.5244 -0.4222 6.4068
H 4.5324 -0.0440 4.8559
H 1.0532 -1.8893 2.3663
H 2.0775 -3.1133 2.7805
C -1.3752 -5.9892 -2.0936
C -0.7288 -5.8646 -0.7324
C 0.8596 -6.0934 -0.8071
O 1.3894 -5.6174 0.4790
C 1.1278 -6.4433 1.6167
N -0.9063 -4.6124 -0.0243
H -2.4461 -5.8212 -1.9793
H -1.2210 -6.9340 -2.6148
H -0.8770 -5.2370 -2.7053
H -1.0485 -6.6206 -0.0152
H 1.3529 -5.5092 -1.5839
H 1.2191 -7.0475 -1.1925
H 1.4929 -5.9752 2.5308
H 1.5233 -7.4557 1.6986
H 0.0555 -6.3412 1.7838
H -0.1451 -4.5264 0.6339
H -0.7385 -3.8893 -0.7091
C 3.3538 7.0659 -3.7369
C 3.5795 5.5042 -4.0493
C 3.0674 4.3675 -2.9836
O 3.3989 3.0382 -3.3711
C 2.7119 2.0530 -2.5231
N 2.7551 5.2459 -5.2578
H 3.1313 7.6128 -4.6531
H 4.2487 7.4211 -3.2259
H 2.4800 7.1578 -3.0919
H 4.5982 5.2918 -4.3737
H 1.9960 4.4636 -2.8079
H 3.5302 4.5431 -2.0124
H 2.9369 1.0686 -2.9334
H 1.6334 2.1756 -2.6220
H 2.9185 2.2777 -1.4767
H 1.8096 5.0141 -4.9885
H 3.1258 4.3909 -5.6471
C -1.1912 -1.2811 -6.5122
C -1.5504 -2.0689 -5.2783
C -0.3485 -2.6127 -4.5353
O -2.3865 -1.2227 -4.4281
H -0.7771 -0.3075 -6.2501
H -2.0990 -0.9940 -7.0429
H -0.5094 -1.6214 -7.2916
H -2.2628 -2.8569 -5.5225
H -0.5068 -2.9539 -3.5123
H 0.3076 -1.7675 -4.3274
H 0.2312 -3.3855 -5.0402
H -1.7675 -0.8533 -3.7940
C 2.2238 5.5543 0.2190
C 1.0737 4.5350 0.1364
O 1.2134 3.6215 1.1536
O 1.7787 6.5642 1.0883
H 2.5379 5.9819 -0.7332
H 3.1581 5.1480 0.6065
H 1.1667 3.9798 -0.7970
H 0.0812 4.9852 0.1142
H 1.0510 2.7282 0.8417
H 1.5144 6.0756 1.8712
C -3.7576 3.0629 -0.0523
C -2.8776 3.6328 -1.1942
O -2.6921 2.5994 -2.1498
O -4.1507 4.1454 0.8296
H -3.4114 2.1433 0.4195
H -4.7081 2.6661 -0.4091
H -1.8408 3.7340 -0.8733
H -3.3109 4.5102 -1.6743
H -1.8997 2.1137 -1.9095
H -3.9189 3.9753 1.7456
*
```



Record 4
ORCA calculation (the ωB97M-V functional and the def2-TZVPD basis) on a cluster of 11 separate species, C6H31O11 in total in a non-equilibrium geometry.

Energy relative to the best compared isomer or geometry (same formula, charge and spin) = 3.133 eV
Max |F| = 7.89 eV Å⁻¹

Structure (ORCA input):
```
! RIJCOSX wB97M-V def2-TZVPD def2/J DEFGRID3
* xyz -1 1
C 0.0327 -0.9650 2.6344
O -1.0354 -1.3068 1.7661
C 1.3272 -1.6717 2.1176
C 2.5622 -0.9259 2.5744
C 2.8593 0.1499 1.6625
C 2.3221 1.3137 1.7649
C 2.5729 2.3232 0.6387
H -0.1225 -1.3589 3.7601
H 0.2332 0.0197 2.9056
H 1.3938 -2.7294 2.3846
H 1.1982 -1.6298 0.9526
H 2.4293 -0.4573 3.5240
H 3.4097 -1.6799 2.5781
H 3.5327 -0.0863 0.8406
H 1.6927 1.6927 2.5722
H 2.7088 3.3766 0.8700
H 1.6274 2.6029 0.0142
H 3.3646 1.9462 0.0580
H -1.1520 0.2397 -3.7593
H -2.4473 0.7175 -2.9358
O -2.1330 0.2701 -3.7219
H -3.1080 -0.1406 1.4401
H -3.6494 -0.4661 0.0301
O -3.9464 -0.2877 0.9576
H 0.1211 -1.4424 -3.6873
H -0.2398 -0.3126 -2.8624
O 0.3751 -0.5148 -3.6033
H 1.7213 -2.2012 -1.0422
H 1.2582 -3.4704 -0.6891
O 2.1343 -2.9919 -0.6012
H -0.8634 -1.7604 0.8535
H -0.8485 -3.2070 -0.1517
O -0.5313 -2.5831 -0.6481
H 1.2830 1.1308 -2.9849
H 1.7040 2.0063 -2.0148
O 1.0148 1.8649 -2.6214
H -2.4681 -1.4699 -2.2621
H -1.6911 -1.7874 -0.9696
O -2.6281 -1.4314 -1.3217
H -1.9432 -0.0575 -1.4339
H -0.8839 0.0741 -0.4074
O -1.1634 0.5458 -1.2289
H -2.4170 2.2861 0.6229
H -1.2772 1.9881 -0.5505
O -1.5689 2.5501 0.2924
H -0.3636 3.1955 1.2936
H 0.3588 3.0404 2.6578
O 0.1550 3.7092 1.9851
*
```



Record 5
ORCA calculation (the ωB97M-V functional and the def2-TZVPD basis) on the molecule C5H11N5O2S in a non-equilibrium geometry.

Energy relative to the best compared isomer or geometry (same formula, charge and spin) = 2.105 eV
Max |F| = 5.58 eV Å⁻¹

Structure (ORCA input):
```
! RIJCOSX wB97M-V def2-TZVPD def2/J DEFGRID3
* xyz 0 1
H 0.0241 2.4232 0.5170
N -0.9418 2.3610 0.6978
C -1.6538 1.3941 0.4745
N -2.9416 1.3229 0.4123
S -3.8428 -0.0980 -0.1617
O -3.7606 0.0012 -1.5997
O -5.1485 0.0543 0.4175
N -2.9582 -1.3068 0.4462
C -1.6512 -1.2227 0.4381
N -1.0228 -2.4205 0.6085
N -0.9106 -0.1852 0.0898
C 0.4375 -0.2904 -0.2785
C 1.5169 -0.1154 0.8641
C 0.9373 0.8195 -1.3499
H -3.4539 2.1851 0.6205
H -1.6862 -3.0178 1.1862
H -0.1112 -2.2539 0.8713
H 0.4152 -1.3734 -0.6342
H 2.1347 0.7733 0.5586
H 0.9836 0.2701 1.6831
H 1.9171 -1.1077 1.2242
H 0.2119 0.9521 -2.2244
H 1.9167 0.4540 -1.5768
H 1.0641 1.7782 -0.9891
*
```



Record 6
ORCA calculation (the ωB97M-V functional and the def2-TZVPD basis) on the ion C28H23N2O with charge +1 in a non-equilibrium geometry.

Energy relative to the best compared isomer or geometry (same formula, charge and spin) = 0.909 eV
Max |F| = 5.09 eV Å⁻¹

Structure (ORCA input):
```
! RIJCOSX wB97M-V def2-TZVPD def2/J DEFGRID3
* xyz 1 1
C 5.9225 -0.5992 -2.7744
O 5.2282 0.3037 -1.9028
C 3.8948 0.0863 -1.6548
C 3.2418 1.0680 -0.8525
C 1.9108 0.9872 -0.5534
C 1.1335 -0.1804 -0.8010
C -0.3073 -0.1832 -0.4228
N -0.3073 -0.0822 1.1567
C 0.8339 -0.4081 1.8726
N 0.6819 -0.1216 3.2034
C 1.5422 -0.3895 4.3096
C -0.5866 0.4681 3.3556
C -1.1306 0.8679 4.5274
C -2.3843 1.4626 4.4634
C -3.0093 1.6631 3.1661
C -2.4094 1.2421 2.0390
C -1.2152 0.5579 2.0690
C -1.0899 -1.4157 -0.8322
C -0.7026 -2.7555 -0.9852
C -1.6773 -3.6965 -1.3969
C -2.9452 -3.2780 -1.8613
C -3.2796 -1.9160 -1.8863
C -2.3385 -0.9909 -1.3919
C -2.3678 0.4587 -1.4963
C -3.3549 1.2564 -2.0576
C -3.1176 2.6087 -2.2465
C -1.8336 3.1240 -1.9586
C -0.8034 2.2916 -1.3896
C -1.1089 0.9635 -1.0098
C 1.7743 -1.1807 -1.6195
C 3.1411 -1.0728 -1.9865
H 6.9060 -0.1764 -2.9335
H 6.0365 -1.5895 -2.3146
H 5.4186 -0.6983 -3.7450
H 3.7952 1.9666 -0.5202
H 1.3895 1.8951 -0.1452
H 1.7756 -0.7912 1.4562
H 1.0148 -0.0399 5.1945
H 1.7583 -1.4661 4.4572
H 2.5212 0.1275 4.2827
H -0.5955 0.6814 5.4273
H -2.9069 1.7738 5.3515
H -3.9478 2.1428 3.1237
H -2.8155 1.4327 0.9585
H 0.3576 -3.0891 -0.8377
H -1.4180 -4.7423 -1.3983
H -3.6878 -4.0300 -2.1559
H -4.2352 -1.5710 -2.2597
H -4.3472 0.8186 -2.3174
H -3.9088 3.2986 -2.5799
H -1.5784 4.1536 -2.2066
H 0.1959 2.6673 -1.3339
H 1.2700 -2.0383 -2.0379
H 3.6662 -1.8658 -2.5488
*
```



Number 1: HOMO energy -1.560 eV. Number 2: HOMO energy -8.592 eV. Number 3: HOMO energy -6.599 eV. Number 4: HOMO energy -6.667 eV. Number 5: HOMO energy -9.554 eV. Number 6: HOMO energy -10.838 eV.